No. 1
This record from OMol25 describes a cluster of 2 separate species, C11H16N in total. The level of theory is the ωB97M-V functional and the def2-TZVPD basis.

```
28
Properties=species:S:1:pos:R:3:forces:R:3:nbo_charge:R:1
C -2.558 -1.351 -1.376 -0.788 0.770 2.499 -0.047
C -1.821 -0.282 -1.755 0.524 -0.334 -1.973 -0.266
C -2.876 -1.435 -0.009 1.795 0.334 1.460 -0.245
C -1.182 0.584 -0.912 -0.990 0.595 0.561 0.037
C -2.380 -0.450 0.857 -1.690 -0.960 -0.448 -0.054
C -1.724 0.733 0.413 0.750 -0.379 0.807 -0.213
C -1.521 1.773 1.325 0.753 -1.803 -2.115 0.162
C 1.565 -0.882 0.256 0.897 0.006 -1.752 0.366
C -0.762 2.924 0.971 -0.723 2.538 -1.271 -0.716
C 1.801 0.497 0.790 -3.431 -0.347 2.777 -0.673
C 2.825 -1.632 0.158 1.555 0.027 2.642 -0.692
N 0.485 -1.108 -0.361 -0.556 0.385 0.092 -0.655
H -2.764 -2.101 -2.081 -0.662 -0.880 -0.714 0.235
H -1.590 -0.354 -2.794 0.723 0.654 -0.617 0.232
H -3.186 -2.340 0.479 -0.630 -0.248 -0.220 0.240
H -0.406 1.170 -1.327 0.431 0.927 -0.160 0.230
H -2.520 -0.581 1.925 -0.263 0.103 -0.044 0.228
H -0.113 2.769 0.135 0.675 -0.343 -0.335 0.243
H -0.288 3.587 1.699 -0.353 -0.526 0.252 0.275
H -1.551 3.549 0.438 0.553 -0.089 0.711 0.300
H 0.765 0.777 1.243 2.046 -0.322 -0.019 0.214
H 1.800 1.157 -0.006 0.641 1.239 -1.874 0.230
H 2.631 0.683 1.470 -0.203 -0.287 -0.064 0.246
H 3.269 -1.591 1.247 -0.391 -0.343 -2.230 0.237
H 3.450 -1.047 -0.491 0.652 0.745 -0.003 0.246
H 2.940 -2.602 -0.272 -0.852 -0.964 0.048 0.243
H 0.451 -1.888 -1.022 0.233 -0.267 0.695 0.369
H -1.960 1.714 2.274 -0.697 -0.231 1.295 0.227
```
Positions in Å, forces in eV/Å.

Summary:
Molecular weight   162.26 Da
E_tot   -13146.860 eV
Charge   +1
HOMO-LUMO gap (spin up / spin down)   6.93 / 6.93 eV



No. 2
This record from OMol25 describes a cluster of 2 separate species, C2H2N2O2 in total. The level of theory is the ωB97M-V functional and the def2-TZVPD basis.

```
8
Properties=species:S:1:pos:R:3:forces:R:3:nbo_charge:R:1
N -0.337 -0.595 2.089 -1.211 -0.514 0.634 -0.776
C 0.566 -0.068 1.523 0.467 -0.303 0.097 0.863
O 1.465 0.267 0.874 0.593 0.552 -0.414 -0.520
H -0.832 -0.504 2.957 0.244 0.218 -0.237 0.433
N -0.106 -0.395 -2.184 -0.532 0.226 1.482 -0.792
C -0.361 0.523 -1.447 0.256 -0.819 -2.129 0.875
O -0.725 1.388 -0.769 -0.140 0.415 0.849 -0.519
H 0.331 -0.616 -3.043 0.323 0.225 -0.283 0.436
```
Positions in Å, forces in eV/Å.

Summary:
Molecular weight   86.05 Da
E_tot   -9181.440 eV
HOMO-LUMO gap   11.73 eV
Structure (SMILES)   N=C=O.N=C=O